# 1
A cluster of 2 separate species, C6H16 in total. Source: the Open Molecules 2025 dataset; level of theory: ωB97M-V with the def2-TZVPD basis set.

E_HOMO: -0.39833 Eh
relative energy (zero: lowest compared OMol25 entry of this formula, charge and spin): 171.2 kJ/mol
structure (SMILES): CC(C)C.CC
molar mass: 88.19 Da
largest force on an atom: 0.0716 hartree/bohr

Each atom is followed by the atoms it is bonded to, with distances in Å.
Atoms and positions in Å:
1 C 2.006 1.547 -0.164  C2 1.549, H5 1.102, H6 1.098, H7 1.099
2 C 1.031 0.364 -0.389  C1 1.549, C3 1.510, C4 1.600, H8 1.112
3 C 1.500 -0.412 -1.597  C2 1.510, H9 1.100, H10 1.102, H11 1.102
4 C 1.110 -0.343 1.044  C2 1.600, H12 1.116, H13 1.094, H14 1.101
5 H 2.994 1.099 0.032  C1 1.102
6 H 1.745 2.042 0.781  C1 1.098
7 H 1.872 2.406 -0.837  C1 1.099
8 H 0.029 0.811 -0.207  C2 1.112
9 H 1.468 -1.478 -1.327  C3 1.100
10 H 0.947 -0.354 -2.549  C3 1.102
11 H 2.582 -0.277 -1.750  C3 1.102
12 H 1.412 -1.417 1.000  C4 1.116
13 H 1.830 0.169 1.689  C4 1.094
14 H 0.134 -0.655 1.445  C4 1.101
15 C -3.023 -0.044 0.867  C16 1.545, H17 1.104, H18 1.082, H19 1.087
16 C -2.044 -0.802 -0.058  C15 1.545, H20 1.100, H21 1.079, H22 1.072
17 H -3.880 0.134 0.194  C15 1.104
18 H -3.333 -0.610 1.735  C15 1.082
19 H -2.729 0.986 1.056  C15 1.087
20 H -2.606 -1.720 -0.286  C16 1.100
21 H -1.936 -0.276 -0.993  C16 1.079
22 H -1.108 -1.168 0.315  C16 1.072

Here are the Mulliken charges for atoms 1 to 4, given in e: atom 1 (C): -1.729, atom 2 (C): 0.908, atom 3 (C): -1.354, atom 4 (C): -1.277


# 2
A cluster of 2 separate species, C6H16 in total. Source: the Open Molecules 2025 dataset; level of theory: ωB97M-V with the def2-TZVPD basis set.

E_HOMO: -0.39597 Eh
relative energy (zero: lowest compared OMol25 entry of this formula, charge and spin): 112.6 kJ/mol
structure (SMILES): CC(C)C.CC
molar mass: 88.19 Da
largest force on an atom: 0.0678 hartree/bohr

Each atom is followed by the atoms it is bonded to, with distances in Å.
Atoms and positions in Å:
1 C 1.724 -0.444 -0.888  C2 1.561, H5 1.087, H6 1.108, H7 1.082
2 C 1.021 0.878 -0.447  C1 1.561, C3 1.518, C4 1.610, H8 1.136
3 C 1.832 2.034 -1.006  C2 1.518, H9 1.140, H10 1.053, H11 1.135
4 C -0.533 0.919 -0.870  C2 1.610, H12 1.109, H13 1.043, H14 1.078
5 H 1.687 -0.513 -1.972  C1 1.087
6 H 1.126 -1.352 -0.668  C1 1.108
7 H 2.767 -0.616 -0.657  C1 1.082
8 H 0.893 0.966 0.678  C2 1.136
9 H 1.850 1.874 -2.134  C3 1.140
10 H 1.503 3.006 -0.772  C3 1.053
11 H 2.821 2.060 -0.449  C3 1.135
12 H -1.168 0.108 -0.460  C4 1.109
13 H -0.944 1.826 -0.562  C4 1.043
14 H -0.556 0.652 -1.914  C4 1.078
15 C -2.202 -1.027 1.997  C16 1.557, H17 1.111, H18 1.151, H19 1.101
16 C -1.573 -2.151 1.122  C15 1.557, H20 1.053, H21 1.062, H22 1.080
17 H -2.404 -0.124 1.383  C15 1.111
18 H -3.148 -1.399 2.536  C15 1.151
19 H -1.507 -0.609 2.741  C15 1.101
20 H -1.745 -2.982 1.744  C16 1.053
21 H -0.573 -1.992 0.799  C16 1.062
22 H -2.217 -2.156 0.256  C16 1.080

Here are the Mulliken charges for atoms 1 to 4, given in e: atom 1 (C): -1.319, atom 2 (C): 0.763, atom 3 (C): -1.351, atom 4 (C): -1.201